Entry 1:
ORCA calculation (ωB97M-V with the def2-TZVPD basis set) on a 2-piece molecular cluster, C24H40Cl2F4IN6O2 overall at a distorted geometry.

```
79
Properties=species:S:1:pos:R:3:forces:R:3
C 2.441 3.109 2.861 1.02 0.30 1.38
C 3.779 2.786 2.084 -0.52 -1.81 -1.71
Cl 5.206 3.868 2.527 -2.26 -1.70 -0.57
C 3.898 1.714 1.129 0.70 3.83 1.88
Cl 5.646 1.582 0.505 -2.36 -0.56 0.21
C 2.773 0.707 0.691 2.95 -2.33 2.02
C 1.976 0.133 1.952 1.55 0.18 1.15
N 1.655 -1.264 1.614 0.97 2.59 -1.95
N 1.262 -2.079 2.643 -0.26 -0.63 2.04
C 0.704 -1.174 0.462 -1.91 -1.96 1.28
C -0.721 -0.835 1.093 -2.05 -0.75 0.29
C -1.623 -2.194 1.221 -0.76 0.79 0.08
C -2.950 -1.815 2.081 0.87 -0.26 -0.13
C -4.117 -2.906 1.951 0.22 0.93 0.93
N -5.099 -2.615 0.860 -0.28 -1.48 -1.79
C -5.406 -3.748 -0.012 -3.06 3.72 -2.54
C -6.411 -3.222 -1.082 2.28 1.52 3.81
C -6.653 -1.724 -0.732 2.66 -1.90 2.31
C -5.772 -1.380 0.518 -1.61 -2.94 -3.30
C 1.242 -0.379 -0.843 -1.08 -3.50 -0.91
C 2.142 -1.510 -1.613 0.68 -0.98 -1.18
C 3.065 -2.527 -0.834 1.55 -1.68 -0.11
N 2.413 -3.898 -0.679 0.81 0.41 0.24
C -0.009 -0.348 -1.843 -3.49 -1.42 -3.19
F -0.809 -1.557 -1.794 2.54 2.53 0.63
F 0.351 -0.354 -3.244 -0.20 0.69 3.36
F -1.007 0.617 -1.732 2.51 -1.00 0.23
N 1.945 0.943 -0.595 0.40 0.57 1.40
C 3.004 1.378 -1.570 2.65 1.03 -2.50
C 2.792 1.451 -3.134 0.51 0.70 -1.91
C 3.715 2.677 -3.724 -0.79 -0.28 0.85
I 2.830 3.144 -5.699 0.76 -0.20 0.91
C 1.139 2.159 -0.309 -2.29 5.40 0.07
C 0.647 3.131 -1.498 0.21 0.33 -0.58
F -0.026 2.026 0.524 1.91 -1.22 -1.03
H 1.463 2.862 2.344 1.43 0.46 0.38
H 2.490 4.207 3.219 -0.28 -1.79 -0.84
H 2.457 2.488 3.840 0.02 0.95 -1.54
H 3.447 -0.199 0.402 -1.42 1.37 0.37
H 2.760 0.091 2.808 -1.15 0.19 -1.48
H 1.133 0.779 2.364 0.73 -0.88 -0.89
H 2.069 -2.503 3.146 -0.57 0.49 -0.96
H 0.729 -1.592 3.391 0.10 -0.27 -0.82
H 0.576 -2.278 0.121 0.40 1.97 0.11
H -0.705 -0.434 2.182 0.50 -0.43 -1.83
H -1.394 -0.105 0.542 1.15 -0.80 0.46
H -2.002 -2.551 0.204 0.78 0.54 1.17
H -1.013 -3.028 1.706 -0.89 1.14 -0.58
H -3.280 -0.757 1.754 0.23 -1.74 0.59
H -2.638 -1.770 3.182 -0.51 0.08 -1.43
H -3.633 -3.939 1.786 -1.00 1.64 0.12
H -4.691 -2.919 2.943 0.82 -0.12 -1.34
H -4.977 -4.807 0.058 -0.57 2.11 0.27
H -6.860 -3.868 -1.914 0.75 1.33 1.50
H -7.332 -0.981 -1.286 1.29 -1.40 1.10
H -5.650 -0.381 1.071 -0.14 -2.05 -0.84
H 2.760 -1.117 -2.483 -0.90 0.12 1.35
H 1.458 -2.270 -2.173 0.61 1.70 1.25
H 3.475 -2.281 0.187 -0.67 0.39 -1.24
H 3.993 -2.755 -1.493 -1.43 1.00 0.93
H 2.621 -4.256 0.267 -0.33 0.32 -0.70
H 2.893 -4.563 -1.310 -0.58 0.60 0.46
H 3.300 2.471 -1.318 -0.57 -2.05 0.22
H 3.962 0.735 -1.463 -1.85 0.99 0.41
H 3.182 0.551 -3.749 -0.86 1.13 1.46
H 1.759 1.676 -3.542 1.15 -0.50 1.02
H 4.815 2.386 -3.804 -1.60 0.56 -0.04
H 3.566 3.638 -3.112 0.41 -1.48 -0.94
H 1.756 2.958 0.265 -0.32 -2.25 -0.67
H 0.216 2.644 -2.418 0.40 0.37 1.18
H 1.519 3.807 -1.845 -1.35 -1.21 0.62
H -0.153 3.840 -1.064 1.35 -1.34 -0.46
C -3.466 2.843 -0.071 0.16 0.16 -0.26
N -4.716 2.331 0.546 -0.54 0.01 -0.10
O -5.757 2.520 -0.057 0.55 -0.20 0.46
O -4.606 1.754 1.618 -0.01 0.17 -0.43
H -3.714 3.329 -1.014 -0.08 -0.10 0.16
H -3.023 3.555 0.625 -0.01 -0.18 0.01
H -2.808 1.990 -0.238 -0.04 0.08 0.14
```
Forces are in eV/Å.

Results
Charge ... +1
LUMO ... -3.0369 eV
Kohn-Sham gap ... 0.2272 Eh
Largest force on an atom ... 5.86 eV/A
HOMO energy ... -9.2 eV


Entry 2:
ORCA calculation (ωB97M-V with the def2-TZVPD basis set) on a 3-piece molecular cluster, C24H40F15N4O6S overall at a distorted geometry.

```
90
Properties=species:S:1:pos:R:3:forces:R:3
C -9.093 1.830 -1.044 0.01 -0.23 -0.50
C -8.678 0.650 -1.932 -1.00 0.84 0.65
O -7.261 0.416 -1.858 0.43 -0.16 0.56
C -6.867 -0.651 -2.577 0.85 -0.20 0.79
O -7.491 -1.053 -3.491 -1.42 -0.79 -1.95
C -5.595 -1.369 -2.174 0.73 1.19 0.92
C -4.326 -0.742 -2.845 -0.62 -0.46 0.97
C -3.730 0.286 -1.863 0.06 0.01 -0.53
C -2.501 1.039 -2.410 -0.07 1.42 -0.48
C -1.817 0.515 -3.687 0.54 -1.35 1.14
N -0.470 1.217 -3.637 0.76 1.31 -1.81
C -0.374 2.096 -2.447 -0.50 -0.33 3.17
C -1.306 1.388 -1.418 -2.26 -1.26 -1.38
C -0.874 -0.028 -0.881 1.14 1.14 0.41
C 0.671 -0.187 -0.824 -1.03 -0.37 0.28
C 1.079 -1.633 -0.361 -0.55 2.97 -0.31
F -0.014 -2.180 0.162 -0.05 -1.25 0.48
F 1.479 -2.278 -1.457 0.26 -0.98 -0.15
C 2.203 -1.472 0.692 0.37 -0.63 -1.45
F 1.721 -0.891 1.757 -0.77 0.07 1.17
F 3.082 -0.606 0.186 0.68 0.21 -0.71
S 3.182 -3.023 1.113 0.39 -0.43 2.00
F 2.503 -3.030 2.564 -0.01 -0.32 -0.34
F 4.306 -2.074 1.737 0.18 -0.09 -0.51
F 3.911 -3.041 -0.304 -0.67 0.30 0.32
F 2.045 -4.010 0.642 -0.07 0.34 -0.76
F 4.038 -4.267 1.523 0.17 -0.05 0.02
C -1.966 2.308 -0.378 1.04 0.07 0.15
C -1.029 2.777 0.755 -0.24 1.23 1.33
N -1.677 3.937 1.383 -0.13 -0.18 -0.37
N -0.962 1.762 1.826 0.08 0.04 -0.78
N 0.300 3.216 0.283 -0.18 -0.69 -0.86
H -8.479 2.718 -1.224 0.05 -0.20 0.18
H -10.108 2.096 -1.366 0.11 -0.05 0.23
H -9.131 1.559 0.013 0.22 0.19 -0.10
H -9.033 0.866 -2.940 0.47 -0.32 -0.09
H -9.195 -0.234 -1.543 0.17 -0.05 -0.39
H -5.459 -1.237 -1.091 -0.09 -0.25 -0.16
H -5.674 -2.435 -2.375 -0.28 0.20 -0.26
H -3.627 -1.575 -2.990 0.03 0.30 -0.30
H -4.623 -0.294 -3.800 0.31 -0.11 0.02
H -4.506 1.027 -1.639 0.14 -0.12 0.01
H -3.524 -0.214 -0.909 0.18 0.00 -0.24
H -2.860 2.046 -2.695 -0.10 -0.29 -0.10
H -1.505 -0.535 -3.611 -0.54 0.05 0.09
H -2.327 0.602 -4.645 0.12 0.56 0.16
H -0.317 1.809 -4.460 -0.25 -0.14 0.00
H 0.301 0.551 -3.708 -0.14 -0.07 0.41
H -0.767 3.106 -2.576 0.00 -0.27 -0.70
H 0.598 2.219 -1.965 0.29 -0.25 -0.94
H -1.241 -0.050 0.149 -0.05 -0.37 -0.21
H -1.341 -0.838 -1.446 0.08 0.11 0.05
H 1.007 0.567 -0.113 0.38 -0.12 -0.28
H 1.124 -0.036 -1.808 0.25 0.10 0.30
H -2.394 3.179 -0.896 0.29 -0.06 0.04
H -2.809 1.805 0.104 0.20 -0.07 -0.09
H -1.054 4.336 2.081 -0.13 -0.06 0.00
H -1.867 4.661 0.697 -0.05 -0.08 0.08
H -1.177 2.213 2.707 0.15 -0.29 0.06
H -0.057 1.307 1.851 -0.07 0.09 0.33
H 0.546 4.132 0.627 0.07 -0.17 0.14
H 1.036 2.547 0.474 0.06 0.25 0.14
C 2.675 -1.617 5.087 -0.28 -0.07 0.14
C 2.663 -0.464 6.068 0.58 -0.23 -0.20
O 1.320 -0.006 6.305 -0.33 0.18 0.16
C 0.609 -0.702 7.193 0.82 -0.13 -0.19
O 0.991 -1.661 7.795 -0.37 0.12 0.04
C -0.776 -0.063 7.365 -0.97 0.31 0.15
F -1.325 0.263 6.178 0.27 -0.11 0.16
F -0.694 1.065 8.092 0.20 -0.25 -0.18
F -1.623 -0.884 7.986 0.38 0.04 -0.14
H 2.162 -1.340 4.169 0.08 0.12 0.01
H 3.698 -1.906 4.847 0.00 0.05 0.01
H 2.158 -2.486 5.495 0.09 0.00 0.06
H 3.203 0.385 5.651 -0.24 0.14 0.04
H 3.151 -0.727 7.006 -0.23 -0.04 0.08
C 7.140 -3.026 -1.207 0.16 -0.03 -0.25
C 6.717 -1.585 -1.005 -0.21 -0.63 0.37
O 7.692 -0.695 -1.573 0.05 0.41 -0.22
C 7.596 -0.487 -2.884 -0.53 -0.45 0.48
O 6.777 -0.973 -3.609 0.23 0.28 -0.15
C 8.668 0.515 -3.335 0.86 0.55 -0.38
F 9.865 0.239 -2.797 -0.37 -0.06 -0.02
F 8.334 1.766 -2.961 -0.14 -0.34 0.02
F 8.812 0.514 -4.662 -0.25 -0.13 0.31
H 8.143 -3.187 -0.812 -0.06 0.02 0.12
H 6.449 -3.703 -0.705 0.01 0.03 0.02
H 7.166 -3.281 -2.267 -0.11 0.01 0.01
H 6.677 -1.362 0.061 0.20 0.24 -0.07
H 5.724 -1.398 -1.415 0.15 0.13 -0.22
```
Forces are in eV/Å.

Results
Charge ... +1
LUMO ... -3.2085 eV
Kohn-Sham gap ... 0.3339 Eh
Largest force on an atom ... 3.23 eV/A
HOMO energy ... -12.3 eV